(1)
Computed, not measured: a structure of composition C14H16BeN3O4S5, with wB97M-V/def2-TZVPD.

```
43
C14H16BeN3O4S5 (wB97M-V/def2-TZVPD)
Be -1.320 -0.766 0.230
S -1.824 -0.177 3.655
S -1.727 -2.234 3.525
S -3.097 -2.864 2.138
S -2.277 -2.614 0.224
C -0.363 -0.067 -3.631
C -0.614 0.285 -2.196
O -0.709 -0.602 -1.343
N -0.677 1.591 -1.889
C -0.821 2.117 -0.534
C -2.177 1.882 0.062
C -3.061 2.917 0.285
C -4.297 2.634 0.852
C -4.596 1.328 1.176
C -3.648 0.343 0.941
N -2.462 0.611 0.383
H -0.465 -1.141 -3.748
H 0.651 0.228 -3.905
H -1.066 0.446 -4.288
H -0.655 2.244 -2.652
H -0.600 3.181 -0.579
H -0.072 1.667 0.116
H -2.779 3.929 0.027
H -5.005 3.429 1.044
H -5.533 1.055 1.637
H -3.826 -0.688 1.214
N 0.112 -0.886 1.268
C 1.508 -0.929 0.852
C 2.060 -0.022 -0.039
C 3.391 -0.126 -0.420
C 4.185 -1.148 0.059
C 3.641 -2.056 0.960
C 2.318 -1.943 1.357
S 5.884 -1.324 -0.506
O 6.655 -1.441 0.721
O 5.848 -2.536 -1.310
O 6.127 -0.105 -1.266
H -0.109 -1.809 1.650
H -0.069 -0.275 2.086
H 1.478 0.781 -0.461
H 3.829 0.586 -1.108
H 4.264 -2.850 1.350
H 1.899 -2.651 2.064
```

Properties
Total charge   -1
Energy relative to the best compared isomer or geometry (same formula, charge and spin)   104.5 kJ/mol
HOMO-LUMO gap   5.8 eV

Results of the natural (NBO) charge analysis, in e, for atoms 1 through 4: atom 1 (Be): 1.56, atom 2 (S): -0.71, atom 3 (S): -0.08, atom 4 (S): -0.09

=====

(2)
Computed, not measured: a structure of composition C14H16Cl2MoN4O2SSi, with wB97M-V/def2-TZVPD.

```
41
C14H16Cl2MoN4O2SSi (wB97M-V/def2-TZVPD)
Mo 0.469 -0.887 -0.065
O 0.936 -2.750 0.504
O -0.099 -3.346 -0.017
N -1.278 0.077 -0.097
C -2.417 0.321 -0.187
C -3.736 0.613 -0.318
C -4.221 0.909 -1.621
N -4.578 1.124 -2.694
C -4.575 0.539 0.823
N -5.216 0.465 1.777
C -0.027 -0.342 -4.630
Si 0.232 -1.510 -3.203
C 1.316 -2.972 -3.612
C -1.471 -2.039 -2.655
N 1.016 -0.571 -1.838
C 2.065 0.309 -2.238
C 1.920 1.678 -2.042
C 2.917 2.542 -2.465
C 4.057 2.048 -3.083
C 4.198 0.683 -3.276
C 3.205 -0.191 -2.859
H -0.527 -0.873 -5.442
H 0.909 0.064 -5.018
H -0.665 0.492 -4.332
H 0.715 -3.726 -4.126
H 1.723 -3.436 -2.711
H 2.142 -2.705 -4.271
H -1.816 -2.740 -3.423
H -2.156 -1.189 -2.679
H -1.559 -2.562 -1.708
H 1.024 2.056 -1.564
H 2.801 3.607 -2.311
H 4.834 2.726 -3.412
H 5.089 0.289 -3.748
H 3.328 -1.258 -2.986
Cl -1.608 -1.900 2.595
C -2.478 -0.637 3.503
Cl -1.691 0.937 3.373
H -2.485 -0.936 4.544
H -3.481 -0.556 3.100
S 1.639 0.242 1.255
```

Properties
2S+1   3
Energy relative to the best compared isomer or geometry (same formula, charge and spin)   28.5 kJ/mol
HOMO-LUMO gap (alpha / beta)   6.5 / 7.1 eV

Results of the natural (NBO) charge analysis, in e, for atoms 1 through 4: atom 1 (Mo): 1.18, atom 2 (O): -0.28, atom 3 (O): -0.17, atom 4 (N): -0.59

=====

(3)
Computed, not measured: a structure of composition C14H16Cl5N2O3SbSe4Ti in a non-equilibrium geometry, with wB97M-V/def2-TZVPD.

```
46
C14H16Cl5N2O3SbSe4Ti (wB97M-V/def2-TZVPD)
Ti 0.606 0.495 -0.898
C 2.339 -0.780 4.026
N 2.380 -0.255 2.678
C 3.491 0.645 2.318
C 1.501 -0.543 1.739
O 1.713 -0.138 0.585
C 0.260 -1.390 2.014
O -0.669 -1.257 0.987
C -1.824 -0.469 1.269
C -1.909 0.656 0.219
O -1.425 0.345 -0.968
N -3.114 1.358 0.200
C -3.313 2.266 -0.917
C -3.739 1.688 1.455
H 2.217 0.035 4.742
H 3.277 -1.298 4.238
H 1.524 -1.487 4.153
H 4.100 0.779 3.209
H 3.109 1.604 1.965
H 4.068 0.207 1.505
H -0.159 -1.107 2.983
H 0.591 -2.435 2.057
H -1.752 -0.045 2.265
H -2.701 -1.128 1.193
H -2.367 2.434 -1.428
H -3.668 3.226 -0.534
H -4.041 1.880 -1.636
H -3.055 1.510 2.287
H -4.673 1.143 1.634
H -3.959 2.759 1.485
Cl -0.226 1.008 -3.634
C -0.017 -0.743 -3.508
C 0.493 -1.209 -2.297
C 0.737 -2.559 -2.266
Cl 1.416 -3.292 -0.794
C 0.487 -3.424 -3.336
Cl 0.813 -5.134 -3.230
C -0.044 -2.915 -4.512
Cl -0.390 -3.955 -5.859
C -0.297 -1.543 -4.598
Cl -0.942 -0.873 -6.063
Se 0.911 4.350 -2.755
Sb 1.985 2.877 -1.135
Se -0.360 2.067 1.073
Se 2.930 0.784 -2.213
Se 3.696 3.863 0.301
```

Properties
Total charge   -2
Energy relative to the best compared isomer or geometry (same formula, charge and spin)   63.7 kJ/mol
HOMO-LUMO gap (alpha / beta)   4.4 / 5.1 eV

Results of the natural (NBO) charge analysis, in e, for atoms 1 through 4: atom 1 (Ti): 1.04, atom 2 (C): -0.40, atom 3 (N): -0.39, atom 4 (C): -0.43

=====

(4)
Computed, not measured: a structure of composition C14H16CrI2N3O5S, with wB97M-V/def2-TZVPD.

```
42
C14H16CrI2N3O5S (wB97M-V/def2-TZVPD)
Cr -2.039 1.698 -0.367
I -1.416 3.162 2.335
C -0.816 4.658 0.958
I -1.885 4.499 -0.880
H 0.236 4.529 0.742
H -1.032 5.632 1.380
O 3.304 -1.470 3.145
C 3.975 -1.727 1.941
N 3.226 -1.273 0.778
C 2.897 0.023 0.702
O 3.226 0.889 1.501
C 1.977 0.373 -0.438
C 2.231 0.094 -1.771
C 1.291 0.459 -2.727
C 0.109 1.031 -2.316
N -0.150 1.282 -1.017
C 0.784 0.977 -0.107
H 3.366 -0.520 3.301
H 4.098 -2.803 1.854
H 4.952 -1.243 1.926
H 2.629 -1.925 0.268
H 3.142 -0.415 -2.057
H 1.456 0.267 -3.777
H -0.668 1.289 -3.025
H 0.566 1.197 0.932
N -4.002 1.124 0.283
C -3.243 -0.087 0.107
C -2.516 -0.629 1.173
C -1.580 -1.617 0.916
C -1.342 -2.044 -0.389
C -2.074 -1.520 -1.441
C -3.012 -0.517 -1.209
S -0.027 -3.240 -0.716
O 1.127 -2.336 -0.803
O -0.028 -4.081 0.452
O -0.406 -3.822 -1.977
H -4.328 1.269 1.233
H -4.784 1.207 -0.357
H -2.709 -0.295 2.187
H -1.018 -2.075 1.721
H -1.903 -1.905 -2.438
H -3.614 -0.115 -2.021
```

Properties
2S+1   5
Total charge   +1
Energy relative to the best compared isomer or geometry (same formula, charge and spin)   0.0 kJ/mol
HOMO-LUMO gap (alpha / beta)   6.5 / 6.7 eV

Results of the natural (NBO) charge analysis, in e, for atoms 1 through 4: atom 1 (Cr): 1.08, atom 2 (I): 0.27, atom 3 (C): -0.69, atom 4 (I): 0.32

=====

(5)
Computed, not measured: a structure of composition C14H16F6N2O3 in a non-equilibrium geometry, with wB97M-V/def2-TZVPD.

```
41
C14H16F6N2O3 (wB97M-V/def2-TZVPD)
C 0.463 -4.365 -0.071
C -0.272 -3.169 -0.558
H -0.873 -2.732 0.266
H -1.010 -3.419 -1.435
O 0.422 -2.251 -1.149
C 0.910 -1.429 0.022
O 0.673 -1.596 1.312
N 1.802 -0.414 -0.730
H 1.620 -0.282 -1.696
C 2.507 0.629 0.058
N 1.658 2.087 0.260
H 1.689 2.587 -0.673
C 0.340 1.591 0.521
H 0.136 2.636 1.415
C -0.660 1.944 -0.684
C -2.092 1.440 -0.032
C -2.377 0.008 -0.387
C -3.694 -0.340 0.037
C -4.415 0.661 0.575
C -4.163 1.900 1.042
C -2.937 2.307 0.437
H -2.708 3.421 0.904
H -4.809 2.625 1.513
H -5.553 0.247 1.122
H -3.955 -1.130 -0.512
H -1.653 -0.462 -0.980
O -0.103 1.079 -1.670
H -0.730 1.433 -2.407
H -0.775 2.999 -0.688
H 0.185 0.766 1.174
C 3.704 1.137 -0.868
F 4.568 0.028 -0.975
F 4.338 2.187 -0.428
F 3.274 1.095 -2.108
C 2.981 0.151 1.463
F 3.472 -0.845 1.487
F 2.169 0.375 2.273
F 4.078 0.980 2.065
H -0.261 -5.143 0.135
H 0.923 -3.986 0.791
H 1.126 -4.751 -0.823
```

Properties
Energy relative to the best compared isomer or geometry (same formula, charge and spin)   1244.3 kJ/mol
HOMO-LUMO gap   9.3 eV

Results of the natural (NBO) charge analysis, in e, for atoms 1 through 4: atom 1 (C): -0.64, atom 2 (C): -0.06, atom 3 (H): 0.19, atom 4 (H): 0.16

=====

(6)
Computed, not measured: a structure of composition C14H16N4O3S in a non-equilibrium geometry, with wB97M-V/def2-TZVPD.

```
38
C14H16N4O3S (wB97M-V/def2-TZVPD)
O -3.203 -1.378 -2.272
C -2.422 -0.642 -1.681
N -2.831 -0.091 -0.503
C -2.200 0.661 0.388
H -1.668 1.262 -0.304
C -3.297 1.315 1.391
O -4.049 0.378 2.327
C -4.222 -0.730 1.428
H -3.463 -1.434 1.743
C -4.229 -0.701 0.024
H -5.129 0.228 -0.248
H -4.573 -1.536 -0.514
H -5.129 -1.294 1.840
H -2.687 2.163 2.052
H -3.950 1.984 0.606
H -1.619 0.081 1.148
C -1.187 -0.317 -2.127
H -1.116 -0.623 -3.096
H -1.044 1.038 -2.267
S 0.135 -0.707 -1.033
C 0.922 0.746 -0.900
N 0.325 2.015 -0.866
N 1.400 2.930 -0.597
C 2.485 2.259 -0.046
O 3.564 2.892 -0.075
N 2.328 0.863 -0.328
C 3.138 -0.390 0.021
C 4.515 0.081 -0.313
C 5.268 -1.137 0.168
C 4.913 -2.282 0.756
C 3.545 -2.248 0.939
C 2.623 -1.366 0.543
H 1.641 -1.384 0.946
H 3.142 -3.370 1.465
H 5.529 -3.105 0.944
H 6.438 -0.801 -0.141
H 4.865 0.820 -0.935
H 1.242 3.823 -0.483
```

Properties
Energy relative to the best compared isomer or geometry (same formula, charge and spin)   1311.8 kJ/mol
HOMO-LUMO gap   8.8 eV

Results of the natural (NBO) charge analysis, in e, for atoms 1 through 4: atom 1 (O): -0.61, atom 2 (C): 0.60, atom 3 (N): -0.42, atom 4 (C): -0.27